[1]
ORCA calculation (ωB97M-V/def2-TZVPD) on CH8BN3 in the gas phase in a non-equilibrium geometry.

Properties
Orbital gap   9.16 eV
Structure (SMILES)   CNB(N)N
LUMO energy   0.656 eV

```
! RIJCOSX wB97M-V def2-TZVPD def2/J DEFGRID3
* xyz 0 1
B 0.648 -0.083 0.118
C -1.802 -0.034 0.143
N 0.770 1.350 0.082
N 1.860 -0.825 0.078
N -0.626 -0.803 0.005
H -1.723 0.984 0.597
H -2.157 0.133 -0.841
H -2.654 -0.630 0.559
H 1.681 1.717 -0.192
H -0.008 1.846 -0.430
H 2.740 -0.448 -0.137
H 2.073 -1.595 0.626
H -0.802 -1.612 -0.608
*
```


[2]
ORCA calculation (ωB97M-V/def2-TZVPD) on 2 unconnected molecules or ions with the total composition C6H12O4 in a non-equilibrium geometry.

Properties
Orbital gap   10.51 eV
Structure (SMILES)   C[C@@H](C=O)[C@@H](O)[C@@H]1CO1.O
LUMO energy   0.643 eV

```
! RIJCOSX wB97M-V def2-TZVPD def2/J DEFGRID3
* xyz 0 1
C -1.802 -0.605 -1.594
C -1.461 0.063 -0.268
C -1.460 -0.868 0.916
O -1.711 -2.051 0.854
C -0.207 0.975 -0.309
O -0.381 2.108 0.513
C 1.150 0.335 -0.046
C 1.393 -1.054 -0.508
O 1.595 -0.953 0.885
H -1.969 0.162 -2.363
H -2.719 -1.200 -1.497
H -1.005 -1.267 -1.955
H -2.280 0.767 -0.031
H -1.240 -0.390 1.896
H -0.162 1.378 -1.333
H -0.190 1.867 1.435
H 1.940 0.996 -0.428
H 0.550 -1.715 -0.731
H 2.315 -1.208 -1.077
O 2.243 1.164 2.021
H 2.361 0.004 2.024
H 3.039 1.494 1.596
*
```


[3]
ORCA calculation (ωB97M-V/def2-TZVPD) on 2 unconnected molecules or ions with the total composition C6H12NO in a non-equilibrium geometry.

Properties
Orbital gap   5.70 eV
LUMO energy   3.119 eV

```
! RIJCOSX wB97M-V def2-TZVPD def2/J DEFGRID3
* xyz -1 1
C 1.734 0.907 0.611
C 0.359 0.587 0.006
C -0.565 -0.152 0.977
C -0.316 -1.520 1.548
C -0.658 -1.753 2.896
N 0.540 -0.079 -1.297
C -0.646 0.121 -2.240
O -0.909 1.505 -2.298
H 2.367 1.633 -0.024
H 2.382 -0.018 0.811
H 1.569 1.461 1.579
H -0.110 1.595 -0.182
H -1.502 -0.241 0.360
H -0.788 0.668 1.742
H 0.238 -2.274 1.009
H 0.477 -0.584 2.885
H 0.145 -2.631 3.193
H 1.204 0.412 -1.817
H -0.381 -0.435 -3.081
H -1.557 -0.208 -1.814
*
```


[4]
ORCA calculation (ωB97M-V/def2-TZVPD) on C4H4ClISi in the gas phase in a non-equilibrium geometry.

Properties
Orbital gap   8.37 eV
Structure (SMILES)   ClC1=CC=C(I)[SiH2]1
LUMO energy   -0.157 eV

```
! RIJCOSX wB97M-V def2-TZVPD def2/J DEFGRID3
* xyz 0 1
C -0.786 -1.141 0.000
C 0.663 -1.223 0.000
C -1.293 0.101 0.000
C 1.307 -0.050 0.000
Si 0.091 1.404 0.000
Cl -2.977 0.424 0.000
I 3.409 0.096 0.000
H -1.378 -2.043 0.000
H 1.143 -2.190 0.000
H 0.149 2.182 -1.231
H 0.149 2.182 1.232
*
```


[5]
ORCA calculation (ωB97M-V/def2-TZVPD) on 14 unconnected molecules or ions with the total composition C22H72O14 in a non-equilibrium geometry.

Properties
Orbital gap (alpha / beta)   9.32 / 2.66 eV
⟨S²⟩   0.754
LUMO energy (alpha / beta)   -2.301 / -8.961 eV

```
! RIJCOSX wB97M-V def2-TZVPD def2/J DEFGRID3
* xyz 1 2
C 1.339 1.163 -4.572
O 2.680 0.650 -4.774
H 0.840 0.854 -3.654
H 1.306 2.243 -4.426
H 0.662 0.871 -5.375
H 2.654 -0.309 -4.734
C 3.550 3.502 -2.745
O 2.661 4.591 -2.596
H 3.074 2.645 -2.269
H 3.592 3.315 -3.818
H 4.502 3.701 -2.252
H 2.496 4.714 -1.659
C 4.448 -0.009 -1.924
O 5.066 -0.617 -0.815
H 4.842 -0.461 -2.835
H 3.365 0.114 -1.898
H 4.847 1.001 -2.016
H 4.408 -1.073 -0.286
C 2.467 3.848 1.117
O 2.197 4.956 0.236
H 2.443 2.930 0.529
H 3.489 3.896 1.492
H 1.738 3.713 1.916
H 2.223 5.744 0.784
C 2.624 -2.848 -3.428
O 2.246 -2.082 -4.558
H 1.856 -3.561 -3.127
H 3.455 -3.468 -3.763
H 2.854 -2.244 -2.550
H 1.870 -2.752 -5.133
C -1.035 -2.015 -3.856
O -2.280 -1.394 -3.429
H -0.719 -1.584 -4.806
H -0.266 -1.875 -3.096
H -1.208 -3.091 -3.873
H -2.460 -0.536 -3.820
C 1.378 1.438 3.819
O 0.171 1.037 3.243
H 1.469 1.200 4.879
H 2.246 1.021 3.306
H 1.417 2.525 3.760
H -0.162 0.384 3.863
C -2.871 2.088 -3.531
O -2.732 1.195 -4.586
H -3.628 2.844 -3.742
H -3.169 1.554 -2.629
H -1.888 2.524 -3.352
H -2.413 1.686 -5.347
C 2.517 -3.305 0.543
O 3.194 -2.125 0.248
H 3.244 -4.021 0.926
H 1.849 -3.299 1.405
H 2.004 -3.670 -0.346
H 2.579 -1.429 0.494
C -1.560 -1.957 4.153
O -1.391 -0.698 4.778
H -0.738 -2.143 3.462
H -1.474 -2.723 4.924
H -2.544 -2.110 3.709
H -2.157 -0.539 5.334
C -1.682 4.523 2.099
C -2.572 5.126 0.991
C -3.051 4.084 -0.016
O -3.615 5.784 1.590
H -0.816 3.943 1.779
H -2.188 3.805 2.744
H -1.294 5.310 2.746
H -2.042 5.907 0.447
H -2.205 3.709 -0.591
H -3.797 4.503 -0.692
H -3.618 3.330 0.530
H -3.416 5.901 2.522
C -0.155 -5.186 3.037
C 0.718 -6.380 2.669
C 0.290 -6.989 1.342
O 2.065 -6.073 2.624
H -1.207 -5.471 3.023
H -0.019 -4.353 2.347
H -0.020 -4.772 4.036
H 0.492 -7.163 3.392
H -0.674 -7.493 1.401
H 1.048 -7.654 0.927
H 0.212 -6.181 0.615
H 2.504 -6.860 2.293
C -0.614 -1.352 0.527
C 0.452 -0.545 -0.164
C -0.081 0.807 -0.766
O 1.455 -0.182 0.798
H -1.476 -1.535 -0.115
H -1.100 -0.847 1.362
H -0.181 -2.327 0.753
H 0.992 -1.181 -0.866
H -0.736 1.354 -0.086
H -0.683 0.552 -1.637
H 0.757 1.456 -1.019
H 0.977 0.216 1.529
C -4.196 0.654 0.432
C -3.953 0.080 1.821
C -3.378 1.131 2.764
O -5.205 -0.279 2.341
H -3.298 1.138 0.048
H -4.985 1.406 0.455
H -4.427 -0.144 -0.273
H -3.269 -0.769 1.822
H -3.482 0.771 3.787
H -3.995 2.030 2.777
H -2.340 1.377 2.537
H -5.361 -1.168 2.016
*
```


[6]
ORCA calculation (ωB97M-V/def2-TZVPD) on a molecular structure, C39H55BN3P2SeY.

Properties
Orbital gap   7.83 eV
LUMO energy   0.437 eV

```
! RIJCOSX wB97M-V def2-TZVPD def2/J DEFGRID3
* xyz 0 1
Y -0.359 0.348 1.078
C -1.463 -4.240 1.684
C -0.126 -3.702 2.195
C -0.383 -2.893 3.475
C 0.816 -4.866 2.527
P 0.558 -2.445 0.976
C 2.356 -2.382 1.463
N 2.880 -1.074 1.137
B 2.075 0.085 0.858
N 3.045 1.146 0.709
C 2.707 2.536 0.498
P 1.064 2.556 -0.379
C 0.335 4.201 0.173
C -0.861 4.569 -0.707
C -0.190 3.879 1.583
C 1.312 5.374 0.264
C 1.602 2.616 -2.185
C 2.633 1.498 -2.398
C 2.239 3.948 -2.587
C 0.394 2.329 -3.082
C 4.332 0.654 0.904
C 5.569 1.276 0.871
C 6.703 0.500 1.097
C 6.600 -0.864 1.354
C 5.361 -1.496 1.393
C 4.228 -0.732 1.165
C 0.557 -3.147 -0.772
C 0.928 -4.625 -0.886
C 1.563 -2.312 -1.577
C -0.831 -2.912 -1.381
H -1.960 -4.780 2.496
H -1.336 -4.937 0.855
H -2.129 -3.432 1.368
H -0.729 -3.567 4.263
H -1.161 -2.141 3.320
H 0.511 -2.388 3.848
H 0.328 -5.510 3.265
H 1.749 -4.520 2.971
H 1.052 -5.477 1.660
H 2.917 -3.179 0.966
H 2.422 -2.563 2.539
H 3.465 3.056 -0.092
H 2.618 3.071 1.448
H -1.557 3.731 -0.803
H -0.558 4.888 -1.703
H -1.404 5.399 -0.244
H -1.043 3.191 1.538
H -0.555 4.791 2.064
H 0.577 3.449 2.235
H 1.698 5.668 -0.711
H 2.158 5.150 0.914
H 0.793 6.237 0.689
H 3.571 1.686 -1.876
H 2.854 1.436 -3.468
H 2.255 0.529 -2.071
H 3.072 4.218 -1.936
H 1.517 4.764 -2.591
H 2.633 3.851 -3.603
H 0.007 1.322 -2.908
H 0.707 2.393 -4.129
H -0.416 3.041 -2.932
H 5.657 2.340 0.688
H 7.679 0.967 1.082
H 7.497 -1.442 1.536
H 5.287 -2.555 1.610
H 1.884 -4.853 -0.413
H 1.015 -4.882 -1.945
H 0.161 -5.268 -0.455
H 2.584 -2.412 -1.208
H 1.290 -1.255 -1.548
H 1.543 -2.642 -2.620
H -1.613 -3.469 -0.869
H -0.820 -3.230 -2.428
H -1.094 -1.850 -1.350
C -6.294 1.770 -3.409
C -5.074 1.920 -4.052
C -3.895 1.649 -3.375
C -3.905 1.208 -2.048
C -5.141 1.078 -1.409
C -6.320 1.355 -2.084
C -2.609 0.950 -1.384
C -2.301 0.177 -0.326
C -3.264 -0.714 0.350
C -3.509 -0.591 1.725
C -4.328 -1.494 2.395
C -4.911 -2.550 1.713
C -4.667 -2.695 0.349
C -3.853 -1.798 -0.319
H -7.217 1.984 -3.932
H -5.040 2.252 -5.083
H -2.942 1.773 -3.880
H -5.177 0.770 -0.371
H -7.268 1.252 -1.570
H -1.792 1.493 -1.857
H -3.092 0.247 2.278
H -4.509 -1.364 3.455
H -5.546 -3.255 2.234
H -5.119 -3.517 -0.193
H -3.670 -1.915 -1.382
Se 1.104 0.148 5.680
C 0.112 0.497 4.274
N -0.544 0.717 3.318
*
```